Record 1
Entry from the Open Molecules 2025 dataset: 2 unconnected molecules or ions with the total composition C4H5N3O2 in a non-equilibrium geometry (ωB97M-V/def2-TZVPD).

Properties
Frontier orbital gap: 9.83 eV
ΔE to the lowest compared entry with this formula, charge and spin: 255.7 kJ/mol
2S+1: 1
SMILES string: Oc1cc[nH]n1.N=C=O
HOMO level: -9.00 eV

XYZ file:
```
14
C4H5N3O2 (ωB97M-V/def2-TZVPD)
O -0.59 -1.39 1.37
C -0.08 -0.30 0.71
C 0.70 0.73 1.17
C 1.07 1.40 0.06
N 0.60 0.69 -0.98
N -0.12 -0.36 -0.59
H -0.92 -1.85 0.52
H 0.86 0.99 2.21
H 1.47 2.43 -0.01
H 0.70 0.84 -1.97
N -3.09 -0.55 -0.60
C -2.50 0.10 -1.41
O -1.97 0.70 -2.24
H -3.45 -0.60 0.31
```

In elementary charge units, the natural (NBO) charges are: atom 1 (O): -0.6655, atom 2 (C): 0.4087, atom 3 (C): -0.3930, atom 4 (C): -0.0316, atom 5 (N): -0.3233, atom 6 (N): -0.3641, atom 7 (H): 0.4939, atom 8 (H): 0.2360, atom 9 (H): 0.2274, atom 10 (H): 0.4172, atom 11 (N): -0.8000, atom 12 (C): 0.8940, atom 13 (O): -0.5378, atom 14 (H): 0.4381

Record 2
Entry from the Open Molecules 2025 dataset: 2 unconnected molecules or ions with the total composition C6H8ClN3S in a non-equilibrium geometry (ωB97M-V/def2-TZVPD).

Properties
Frontier orbital gap: 8.17 eV
ΔE to the lowest compared entry with this formula, charge and spin: 162.3 kJ/mol
2S+1: 1
SMILES string: [H]/N=S(#N)/c1ccc(N)cc1.Cl
HOMO level: -8.91 eV

XYZ file:
```
19
C6H8ClN3S (ωB97M-V/def2-TZVPD)
H 3.32 -2.47 1.35
N 2.61 -1.84 1.25
S 2.72 -0.51 0.38
N 3.76 0.08 -0.42
C 0.89 -0.25 0.31
C 0.02 -1.30 0.61
C -1.35 -1.08 0.60
C -1.92 0.16 0.24
N -3.27 0.40 0.32
C -1.00 1.22 -0.04
C 0.35 0.99 0.00
H 0.35 -2.31 0.71
H -2.03 -1.95 0.61
H -3.98 -0.33 0.10
H -3.44 1.33 -0.12
H -1.22 2.37 -0.20
H 0.92 1.90 -0.14
Cl 3.42 2.66 -0.95
H 4.03 1.50 -0.85
```

In elementary charge units, the natural (NBO) charges are: atom 1 (H): 0.3764, atom 2 (N): -1.0359, atom 3 (S): 1.6754, atom 4 (N): -0.9188, atom 5 (C): -0.3054, atom 6 (C): -0.1367, atom 7 (C): -0.2766, atom 8 (C): 0.2113, atom 9 (N): -0.7885, atom 10 (C): -0.2796, atom 11 (C): -0.1800, atom 12 (H): 0.2497, atom 13 (H): 0.2170, atom 14 (H): 0.4012, atom 15 (H): 0.3881, atom 16 (H): 0.2294, atom 17 (H): 0.2571, atom 18 (Cl): -0.3972, atom 19 (H): 0.3130

Record 3
Entry from the Open Molecules 2025 dataset: 8 unconnected molecules or ions with the total composition C16H32Br16 in a non-equilibrium geometry (ωB97M-V/def2-TZVPD).

Properties
Frontier orbital gap: 10.00 eV
ΔE to the lowest compared entry with this formula, charge and spin: 205.7 kJ/mol
2S+1: 1
SMILES string: BrCCBr.BrCCBr.BrCCBr.BrCCBr.BrCCBr.BrCCBr.BrCCBr.BrCCBr
HOMO level: -9.96 eV

XYZ file:
```
64
C16H32Br16 (ωB97M-V/def2-TZVPD)
Br -2.21 -2.41 -5.22
C -3.58 -2.19 -3.85
C -3.00 -1.57 -2.61
Br -4.39 -1.36 -1.19
H -3.97 -3.19 -3.62
H -4.41 -1.61 -4.25
H -2.63 -0.58 -2.88
H -2.14 -2.08 -2.17
Br 4.07 -4.76 2.09
C 3.11 -3.04 2.39
C 3.90 -2.17 3.38
Br 4.01 -2.88 5.21
H 2.07 -3.25 2.61
H 3.11 -2.48 1.45
H 3.40 -1.21 3.49
H 4.93 -1.96 3.11
Br -1.65 -3.29 0.80
C -3.18 -4.42 1.51
C -4.31 -4.33 0.53
Br -3.69 -4.89 -1.29
H -3.49 -3.93 2.44
H -2.82 -5.41 1.80
H -4.66 -3.30 0.49
H -5.16 -4.97 0.74
Br 0.98 -0.25 2.23
C 0.00 -0.09 0.46
C 0.56 1.09 -0.39
Br -0.44 1.23 -2.05
H -1.04 0.17 0.66
H -0.06 -1.00 -0.13
H 1.62 0.96 -0.61
H 0.36 2.03 0.13
Br -2.39 3.13 -4.14
C -0.60 2.98 -5.09
C 0.44 3.91 -4.49
Br -0.02 5.85 -4.70
H -0.76 3.05 -6.17
H -0.27 1.95 -4.93
H 1.43 3.74 -4.90
H 0.55 3.81 -3.41
Br 1.84 3.30 2.30
C 0.80 4.72 3.24
C 0.90 4.60 4.78
Br 2.82 4.81 5.03
H -0.24 4.69 2.92
H 1.15 5.71 2.93
H 0.48 3.67 5.16
H 0.46 5.41 5.35
Br -4.75 -1.89 3.60
C -2.88 -1.21 3.68
C -2.70 -0.21 4.78
Br -3.85 1.36 4.47
H -2.57 -0.72 2.75
H -2.25 -2.09 3.81
H -1.67 0.11 4.94
H -3.06 -0.57 5.75
Br 7.19 1.62 -5.32
C 5.34 1.43 -4.63
C 5.18 0.25 -3.74
Br 3.38 0.51 -2.84
H 4.59 1.41 -5.42
H 5.13 2.24 -3.93
H 5.77 0.32 -2.83
H 5.28 -0.73 -4.23
```

In elementary charge units, the natural (NBO) charges are: atom 1 (Br): -0.0068, atom 2 (C): -0.4556, atom 3 (C): -0.4230, atom 4 (Br): -0.0341, atom 5 (H): 0.2318, atom 6 (H): 0.2290, atom 7 (H): 0.2268, atom 8 (H): 0.2328, atom 9 (Br): -0.0266, atom 10 (C): -0.4351, atom 11 (C): -0.4429, atom 12 (Br): -0.0242, atom 13 (H): 0.2374, atom 14 (H): 0.2287, atom 15 (H): 0.2264, atom 16 (H): 0.2315, atom 17 (Br): -0.0762, atom 18 (C): -0.4010, atom 19 (C): -0.4431, atom 20 (Br): -0.0371, atom 21 (H): 0.2367, atom 22 (H): 0.2305, atom 23 (H): 0.2422, atom 24 (H): 0.2384, atom 25 (Br): -0.0442, atom 26 (C): -0.4086, atom 27 (C): -0.4607, atom 28 (Br): -0.0029, atom 29 (H): 0.2229, atom 30 (H): 0.2257, atom 31 (H): 0.2257, atom 32 (H): 0.2380, atom 33 (Br): -0.0341, atom 34 (C): -0.4189, atom 35 (C): -0.4335, atom 36 (Br): -0.0363, atom 37 (H): 0.2328, atom 38 (H): 0.2305, atom 39 (H): 0.2299, atom 40 (H): 0.2355, atom 41 (Br): -0.0181, atom 42 (C): -0.4325, atom 43 (C): -0.4538, atom 44 (Br): -0.0043, atom 45 (H): 0.2230, atom 46 (H): 0.2258, atom 47 (H): 0.2273, atom 48 (H): 0.2357, atom 49 (Br): -0.0249, atom 50 (C): -0.4333, atom 51 (C): -0.4423, atom 52 (Br): -0.0253, atom 53 (H): 0.2309, atom 54 (H): 0.2362, atom 55 (H): 0.2398, atom 56 (H): 0.2267, atom 57 (Br): 0.0014, atom 58 (C): -0.4617, atom 59 (C): -0.3748, atom 60 (Br): -0.0786, atom 61 (H): 0.2291, atom 62 (H): 0.2287, atom 63 (H): 0.2270, atom 64 (H): 0.2295

Record 4
Entry from the Open Molecules 2025 dataset: a molecular structure, C29H30IrN5O4 in a non-equilibrium geometry (ωB97M-V/def2-TZVPD).

Properties
Frontier orbital gap (spin up / spin down): 2.45 / 4.90 eV
2S+1: 5
HOMO level (spin up / spin down): -3.65 / -7.65 eV
⟨S²⟩: 6.140

XYZ file:
```
69
C29H30IrN5O4 (ωB97M-V/def2-TZVPD)
Ir 0.21 -0.70 0.39
C -0.70 -0.92 3.90
C 0.80 -0.90 4.17
C 1.78 -1.36 3.08
N 1.72 -0.58 1.85
C 2.80 0.07 1.45
C 4.10 -0.19 1.95
C 5.26 0.53 1.87
C 5.51 1.77 1.28
C 4.62 2.47 0.49
C 3.36 2.10 0.04
C 2.57 0.98 0.33
N 1.44 0.72 -0.33
C 1.12 1.51 -1.52
C 0.00 0.92 -2.34
C -1.35 0.90 -1.65
N -1.41 -0.06 -0.56
C -2.61 -0.50 -0.13
C -3.80 0.09 -0.59
C -5.14 -0.22 -0.28
C -5.66 -1.24 0.47
C -4.94 -2.23 1.18
C -3.57 -2.33 1.34
C -2.51 -1.57 0.84
N -1.19 -1.84 1.19
C -0.92 -2.83 2.22
C -1.28 -2.31 3.61
H -0.96 -0.24 3.10
H -1.19 -0.53 4.80
H 1.01 -1.52 5.04
H 1.09 0.12 4.45
H 1.66 -2.42 2.84
H 2.76 -1.26 3.54
H 4.21 -1.14 2.46
H 6.11 0.08 2.36
H 6.49 2.20 1.43
H 4.97 3.42 0.11
H 2.91 2.81 -0.63
H 2.02 1.58 -2.14
H 0.85 2.53 -1.21
H 0.27 -0.09 -2.66
H -0.10 1.53 -3.24
H -2.10 0.63 -2.40
H -1.60 1.90 -1.28
H -3.69 0.95 -1.24
H -5.87 0.44 -0.74
H -6.74 -1.29 0.53
H -5.53 -2.98 1.70
H -3.28 -3.15 1.98
H 0.13 -3.09 2.13
H -1.45 -3.76 2.01
H -0.94 -3.03 4.36
H -2.37 -2.25 3.70
O 0.46 -1.98 -1.52
C 1.16 -2.89 -0.96
O 1.43 -2.79 0.27
C 1.64 -4.04 -1.75
C 1.32 -4.14 -3.11
C 1.76 -5.22 -3.85
C 2.53 -6.20 -3.21
C 2.85 -6.12 -1.86
C 2.40 -5.04 -1.13
N 3.00 -7.33 -3.99
O 2.74 -7.36 -5.18
O 3.71 -8.15 -3.42
H 0.72 -3.37 -3.57
H 1.53 -5.32 -4.90
H 3.45 -6.90 -1.41
H 2.63 -4.95 -0.08
```

In elementary charge units, the natural (NBO) charges are: atom 1 (Ir): 1.3953, atom 2 (C): -0.4060, atom 3 (C): -0.3965, atom 4 (C): -0.2358, atom 5 (N): -0.5065, atom 6 (C): 0.2301, atom 7 (C): -0.2535, atom 8 (C): -0.1324, atom 9 (C): -0.2249, atom 10 (C): -0.1550, atom 11 (C): -0.2619, atom 12 (C): 0.2758, atom 13 (N): -0.5119, atom 14 (C): -0.2391, atom 15 (C): -0.4196, atom 16 (C): -0.2359, atom 17 (N): -0.4881, atom 18 (C): 0.1751, atom 19 (C): -0.2416, atom 20 (C): -0.1314, atom 21 (C): -0.2252, atom 22 (C): -0.1300, atom 23 (C): -0.2563, atom 24 (C): 0.2940, atom 25 (N): -0.5141, atom 26 (C): -0.2577, atom 27 (C): -0.4103, atom 28 (H): 0.2029, atom 29 (H): 0.2170, atom 30 (H): 0.2092, atom 31 (H): 0.2086, atom 32 (H): 0.2200, atom 33 (H): 0.2011, atom 34 (H): 0.2285, atom 35 (H): 0.2211, atom 36 (H): 0.2223, atom 37 (H): 0.2194, atom 38 (H): 0.2206, atom 39 (H): 0.2149, atom 40 (H): 0.1883, atom 41 (H): 0.2651, atom 42 (H): 0.2233, atom 43 (H): 0.2089, atom 44 (H): 0.1904, atom 45 (H): 0.2248, atom 46 (H): 0.2210, atom 47 (H): 0.2223, atom 48 (H): 0.2247, atom 49 (H): 0.2256, atom 50 (H): 0.2458, atom 51 (H): 0.2068, atom 52 (H): 0.2152, atom 53 (H): 0.2037, atom 54 (O): -0.6832, atom 55 (C): 0.7065, atom 56 (O): -0.6963, atom 57 (C): -0.2036, atom 58 (C): -0.2217, atom 59 (C): -0.2204, atom 60 (C): -0.0306, atom 61 (C): -0.2209, atom 62 (C): -0.2221, atom 63 (N): 0.4867, atom 64 (O): -0.4872, atom 65 (O): -0.4873, atom 66 (H): 0.2098, atom 67 (H): 0.2362, atom 68 (H): 0.2359, atom 69 (H): 0.2095

no.,E (Ha)
1,-470.1423
2,-1255.9219
3,-41813.0354
4,-1801.9172